(1)
Entry from OMol25: a structure of composition C22H18N4O6Ti (ωB97M-V/def2-TZVPD).

Last column: Löwdin charge in e.
Geometry (Å):
Ti 0.291 -0.523 -0.086  1.13
O -0.843 -0.548 3.981  0.02
C -0.487 -0.777 2.830  -0.60
O -0.070 0.043 1.950  -0.10
C -0.599 -2.205 2.306  -0.15
C -1.110 -3.294 2.990  0.00
C -1.215 -4.500 2.309  -0.06
C -0.834 -4.588 0.975  0.01
C -0.332 -3.449 0.367  -0.14
N -0.215 -2.320 1.044  0.09
C 0.089 -3.318 -1.093  -0.58
O 0.058 -4.320 -1.797  0.03
O 0.453 -2.134 -1.404  -0.08
H -1.422 -3.171 4.018  0.11
H -1.615 -5.372 2.814  0.10
H -0.923 -5.498 0.398  0.11
C -1.059 3.364 -3.911  -0.15
C 0.092 3.820 -3.279  -0.13
C 0.805 2.999 -2.419  -0.06
C 0.376 1.686 -2.154  -0.28
C -0.762 1.221 -2.830  -0.04
C -1.471 2.055 -3.681  -0.11
N 1.074 0.880 -1.244  -0.15
N 2.424 1.233 -1.168  -0.01
C 3.014 0.460 -0.254  -0.36
C 4.420 0.587 0.036  -0.08
C 5.011 -0.182 0.993  -0.16
C 4.247 -1.124 1.735  -0.16
C 2.902 -1.248 1.464  -0.15
C 2.233 -0.503 0.467  -0.19
H -1.618 4.010 -4.580  0.07
H 0.439 4.834 -3.455  0.08
H 1.703 3.338 -1.925  0.08
H -1.090 0.205 -2.681  0.10
H -2.355 1.669 -4.176  0.09
H 4.989 1.320 -0.529  0.08
H 6.071 -0.071 1.201  0.07
H 4.722 -1.729 2.501  0.06
H 2.331 -1.968 2.049  0.08
N -1.195 2.596 0.503  0.03
C -2.637 2.499 0.576  -0.28
C -3.069 1.083 0.968  -0.11
C -2.896 0.044 -0.137  -0.60
O -3.892 -0.390 -0.712  0.01
O -1.687 -0.322 -0.432  -0.15
H -0.727 2.322 1.356  0.06
H -0.850 3.478 0.158  0.07
H -3.048 2.745 -0.408  0.11
H -3.101 3.197 1.293  0.09
H -4.127 1.089 1.231  0.10
H -2.495 0.780 1.844  0.10

gap between HOMO and LUMO	4.75	eV
lowest unoccupied orbital energy	4.7715	eV
net charge	-2


(2)
Entry from OMol25: a structure of composition C22H18N5O5PtS2 in a non-equilibrium geometry (ωB97M-V/def2-TZVPD).

Last column: Löwdin charge in e.
Geometry (Å):
Pt -0.022 -2.127 1.233  1.01
N -4.049 -3.220 -0.039  0.06
C -2.824 -2.697 0.294  -0.82
S -1.675 -3.788 1.076  0.57
N -2.599 -1.442 0.101  -0.01
N -1.428 -0.968 0.518  -0.16
C -1.191 0.358 0.605  -0.17
C -2.291 1.315 0.501  -0.16
C -2.198 2.493 -0.241  -0.04
C -3.225 3.417 -0.231  -0.08
C -4.373 3.179 0.507  -0.10
C -4.500 1.990 1.209  -0.08
C -3.475 1.067 1.204  -0.02
C 0.128 0.702 0.998  -0.19
C 0.656 2.009 1.053  0.00
C 1.954 2.210 1.436  -0.04
C 2.752 1.116 1.793  -0.04
C 2.181 -0.138 1.778  -0.10
N 0.919 -0.340 1.423  -0.04
H -4.063 -4.206 -0.243  0.07
H -4.591 -2.641 -0.660  0.09
H -1.324 2.660 -0.848  0.08
H -3.129 4.328 -0.804  0.10
H -5.165 3.913 0.537  0.10
H -5.401 1.790 1.775  0.10
H -3.573 0.153 1.769  0.11
H 0.026 2.842 0.798  0.10
H 2.361 3.209 1.461  0.11
H 3.788 1.243 2.043  0.10
H 2.733 -1.018 2.076  0.13
C 1.751 -4.820 0.783  -0.04
C 2.001 -4.194 2.161  -0.72
O 2.761 -4.736 2.950  0.00
O 1.363 -3.121 2.421  -0.24
H 2.674 -5.243 0.398  0.07
H 1.368 -4.066 0.095  0.02
H 1.014 -5.610 0.917  0.07
O 4.635 0.726 -0.288  -0.33
S 3.967 0.050 -1.370  0.63
O 4.809 -0.329 -2.477  -0.32
N 3.057 -1.203 -0.855  -0.02
C 1.806 -1.081 -1.219  -0.58
O 0.893 -1.907 -1.002  -0.09
C 1.495 0.218 -1.916  -0.14
C 0.266 0.656 -2.377  -0.02
C 0.168 1.956 -2.851  -0.10
C 1.271 2.797 -2.858  -0.08
C 2.517 2.336 -2.447  -0.05
C 2.600 1.045 -1.987  -0.20
H -0.589 0.000 -2.345  0.12
H -0.783 2.326 -3.206  0.10
H 1.159 3.822 -3.182  0.10
H 3.391 2.969 -2.472  0.11

gap between HOMO and LUMO	6.24	eV
lowest unoccupied orbital energy	1.3042	eV
net charge	-1


(3)
Entry from OMol25: a structure of composition C22H19BCdF3N2O3P in a non-equilibrium geometry (ωB97M-V/def2-TZVPD).

Last column: Löwdin charge in e.
Geometry (Å):
Cd -1.043 1.831 -0.815  1.33
O -3.339 0.988 -2.440  -0.10
N -2.567 0.204 -1.521  -0.11
C -3.241 -0.842 -1.186  -0.11
C -2.815 -1.748 -0.214  -0.21
C -3.769 -2.773 0.162  0.01
C -3.377 -3.713 1.135  -0.06
C -2.108 -3.638 1.695  -0.07
C -1.146 -2.712 1.275  -0.08
C -1.501 -1.733 0.327  -0.26
P -0.215 -0.424 0.143  1.03
C 1.024 -1.293 -0.901  -0.37
C 0.934 -0.960 -2.269  -0.08
C 1.891 -1.491 -3.146  -0.08
C 2.862 -2.349 -2.718  -0.09
C 2.944 -2.654 -1.350  -0.07
C 1.998 -2.160 -0.458  -0.11
C 0.459 -0.001 1.747  -0.40
C 1.866 0.264 1.837  -0.08
C 2.385 0.676 3.038  -0.10
C 1.602 0.795 4.198  -0.05
C 0.219 0.396 4.124  -0.05
C -0.277 -0.075 2.909  -0.13
H -2.611 1.356 -2.990  0.01
H -4.182 -1.010 -1.711  0.14
H -4.808 -2.621 -0.206  0.13
H -4.130 -4.430 1.531  0.12
H -1.794 -4.313 2.447  0.10
H -0.125 -2.672 1.731  0.12
H 0.256 -0.157 -2.553  0.07
H 1.839 -1.237 -4.217  0.12
H 3.684 -2.712 -3.428  0.14
H 3.681 -3.433 -1.020  0.12
H 1.863 -2.577 0.554  0.11
H 2.554 0.226 0.927  0.14
H 3.400 1.002 3.093  0.10
H 2.064 1.162 5.118  0.11
H -0.515 0.294 4.982  0.13
H -1.293 -0.429 2.901  0.10
B 1.262 2.808 -4.348  -0.44
C -0.066 2.775 -3.515  -0.19
N -1.097 2.423 -3.008  -0.03
H 1.607 3.924 -4.623  -0.01
H 2.195 2.136 -3.765  0.03
H 1.103 2.165 -5.357  0.00
F 0.819 5.709 1.828  0.12
C 0.684 4.392 2.185  -0.51
F -0.046 4.264 3.300  0.14
F 1.916 3.945 2.458  0.14
C -0.143 3.649 0.977  -0.56
O -1.417 3.487 1.164  -0.09
O 0.517 3.287 -0.026  -0.10

gap between HOMO and LUMO	7.86	eV
lowest unoccupied orbital energy	-1.3675	eV
net charge	0


(4)
Entry from OMol25: a structure of composition C22H19Br2Cl3N3O2S3SiW (ωB97M-V/def2-TZVPD).

Last column: Löwdin charge in e.
Geometry (Å):
W 0.718 0.131 0.344  0.95
Br -3.732 -1.524 -1.531  0.82
C -2.706 -2.252 -0.133  -0.59
C -3.150 -3.423 0.515  -0.15
C -2.459 -3.944 1.570  -0.62
Br -3.116 -5.486 2.434  0.82
C -1.264 -3.328 2.026  -0.17
C -0.510 -3.723 3.154  0.01
C 0.586 -2.997 3.526  0.00
C 0.991 -1.899 2.751  -0.14
N 0.340 -1.541 1.663  -0.10
C -0.811 -2.205 1.319  -0.15
C -1.551 -1.625 0.257  -0.42
O -1.102 -0.487 -0.263  -0.45
H -4.060 -3.896 0.174  0.10
H -0.822 -4.588 3.723  0.09
H 1.162 -3.257 4.402  0.12
H 1.863 -1.316 3.009  0.06
S -0.741 1.240 2.315  0.67
C -2.214 1.946 1.798  -0.64
N -2.823 2.742 2.717  0.05
C -4.009 3.369 2.541  -0.05
C -4.680 3.230 1.367  -0.04
C -4.095 2.428 0.372  -0.02
C -2.889 1.806 0.572  -0.06
H -2.339 2.849 3.600  0.14
H -4.359 3.961 3.374  0.14
H -5.625 3.728 1.218  0.12
H -4.609 2.286 -0.570  0.12
H -2.440 1.195 -0.194  0.07
C 3.575 3.872 -2.785  -0.02
C 2.408 3.335 -2.018  -0.25
C 2.056 3.843 -0.766  0.00
C 1.050 3.248 -0.042  -0.18
N 0.317 2.220 -0.512  -0.11
C 0.584 1.811 -1.773  -0.24
C 1.626 2.307 -2.532  -0.03
H 4.062 4.688 -2.257  0.09
H 3.258 4.229 -3.766  0.10
H 4.305 3.077 -2.946  0.09
H 2.600 4.673 -0.336  0.13
H 0.813 3.566 0.965  0.10
H -0.177 1.179 -2.215  0.08
H 1.809 1.901 -3.518  0.13
C 2.638 -3.994 -3.980  -0.04
O 1.727 -2.951 -3.564  -0.17
C 1.868 -2.348 -2.417  -1.12
S 0.688 -1.213 -2.047  0.80
S 3.125 -2.814 -1.338  0.72
H 2.475 -4.098 -5.046  0.10
H 2.383 -4.916 -3.462  0.10
H 3.665 -3.704 -3.773  0.08
Cl 4.252 0.286 -1.103  0.25
Si 2.965 -1.010 -0.102  -0.61
Cl 4.074 -1.766 1.487  0.25
Cl 2.301 1.159 1.794  0.05

gap between HOMO and LUMO (spin up / spin down)	7.31 / 6.89	eV
<S²>	2.026
lowest unoccupied orbital energy (spin up / spin down)	-2.9824 / -3.7511	eV
spin multiplicity	3
net charge	+1


(5)
Entry from OMol25: a structure of composition C22H19BrIN3O2RuS2 in a non-equilibrium geometry (ωB97M-V/def2-TZVPD).

Last column: Löwdin charge in e.
Geometry (Å):
Ru 0.097 0.750 -0.403  0.96
C -0.159 5.472 2.157  -0.39
S -1.598 4.696 1.384  0.89
C -0.873 3.508 0.351  -1.09
S 0.646 2.699 0.760  0.57
N -1.506 3.215 -0.737  -0.05
N -0.951 2.135 -1.361  -0.24
C -0.931 2.127 -2.611  -0.03
C 0.224 1.465 -3.211  -0.25
C 0.430 1.375 -4.562  0.02
C 1.567 0.724 -5.034  -0.02
C 2.461 0.193 -4.135  -0.02
C 2.206 0.352 -2.779  -0.07
N 1.126 0.983 -2.339  0.02
H -0.525 5.997 3.036  0.04
H 0.288 6.180 1.464  0.04
H 0.565 4.717 2.451  0.00
H -1.668 2.699 -3.164  0.15
H -0.294 1.817 -5.237  0.13
H 1.750 0.646 -6.099  0.12
H 3.359 -0.313 -4.461  0.12
H 2.896 -0.009 -2.029  0.13
C 1.669 -2.843 1.445  0.01
C 1.259 -1.974 0.294  -0.34
O 1.125 -0.755 0.522  -0.20
C 1.029 -2.537 -1.008  -0.11
C 1.654 -3.753 -1.373  -0.02
C 1.476 -4.295 -2.613  -0.07
C 0.630 -3.641 -3.525  -0.05
C -0.017 -2.480 -3.184  -0.01
C 0.160 -1.882 -1.920  -0.34
O -0.517 -0.790 -1.652  -0.23
H 1.416 -2.341 2.376  0.06
H 2.753 -2.997 1.431  0.11
H 1.178 -3.813 1.396  0.10
H 2.314 -4.244 -0.667  0.12
H 1.966 -5.221 -2.883  0.11
H 0.491 -4.064 -4.514  0.11
H -0.681 -1.976 -3.878  0.12
Br 0.705 0.362 3.636  0.81
C -1.038 0.046 4.252  -0.72
C -1.186 -0.214 5.610  -0.12
C -2.443 -0.418 6.155  -0.06
C -3.565 -0.367 5.342  -0.07
C -3.421 -0.133 3.987  -0.17
C -2.160 0.070 3.442  -0.66
I -2.219 0.323 1.340  1.15
H -0.301 -0.258 6.230  0.10
H -2.541 -0.608 7.217  0.12
H -4.554 -0.518 5.756  0.12
H -4.294 -0.107 3.343  0.09

gap between HOMO and LUMO (spin up / spin down)	7.06 / 6.10	eV
<S²>	0.760
lowest unoccupied orbital energy (spin up / spin down)	-3.8436 / -4.8158	eV
spin multiplicity	2
net charge	+1


Energy above the lowest of the compared OMol25 structures with the same formula, charge and spin (computed, kJ/mol): 18.03 109.47 41.35 100.98 171.44